{
  "formula": "C47H58BF18N2O31",
  "method": "the ωB97M-V functional and the def2-TZVPD basis",
  "lumo_energy_ev": -1.982,
  "homo_ev": -11.968,
  "total_charge": 1,
  "total_energy_ev": -165717.7050,
  "orbital_gap_ev": 10.0,
  "symbols": ["C", "C", "C", "C", "O", "N", "C", "C", "B", "O", "O", "C", "C", "O", "C", "N", "C", "C", "C", "F", "F", "C", "F", "F", "C", "F", "F", "C", "F", "F", "F", "C", "C", "C", "C", "C", "H", "H", "H", "H", "H", "H", "H", "H", "H", "H", "H", "H", "H", "H", "H", "H", "H", "H", "H", "H", "H", "H", "H", "H", "H", "H", "H", "H", "H", "H", "H", "C", "C", "O", "C", "O", "O", "F", "H", "H", "H", "C", "C", "O", "C", "O", "O", "F", "H", "H", "H", "C", "C", "O", "C", "O", "O", "F", "H", "H", "H", "C", "C", "O", "C", "O", "O", "F", "H", "H", "H", "C", "C", "O", "C", "O", "O", "F", "H", "H", "H", "C", "C", "O", "C", "O", "O", "F", "H", "H", "H", "C", "C", "O", "C", "O", "O", "F", "H", "H", "H", "C", "C", "O", "C", "O", "O", "F", "H", "H", "H", "C", "C", "O", "C", "O", "O", "F", "H", "H", "H"],
  "xyz": [[-4.29, -1.68, -2.36], [-2.74, -1.38, -2.43], [-1.86, -2.68, -2.59], [-1.89, -3.52, -1.27], [-0.56, -4.08, -0.95], [-0.35, -3.80, 0.36], [-0.65, -4.61, 1.46], [-1.34, -6.01, 1.40], [-2.94, -5.70, 1.45], [-3.90, -6.61, 1.01], [-3.45, -4.45, 1.93], [-0.27, -3.94, 2.66], [-0.47, -4.48, 4.11], [0.26, -5.66, 4.39], [1.67, -5.52, 4.09], [0.27, -2.70, 2.21], [0.77, -1.64, 3.10], [-0.25, -0.44, 3.27], [-1.01, -0.46, 4.64], [-0.20, -0.79, 5.71], [-1.95, -1.49, 4.54], [-1.76, 0.92, 4.86], [-2.94, 0.64, 5.52], [-2.11, 1.41, 3.61], [-0.95, 1.99, 5.70], [-1.75, 3.13, 5.73], [-0.78, 1.62, 7.00], [0.41, 2.45, 5.04], [0.26, 2.95, 3.78], [0.85, 3.50, 5.81], [1.39, 1.50, 5.12], [0.21, -2.63, 0.85], [0.59, -1.55, -0.20], [1.69, -0.49, 0.26], [1.74, 0.66, -0.88], [0.38, 1.49, -0.95], [-4.88, -0.79, -2.70], [-4.65, -1.89, -1.31], [-4.59, -2.54, -3.02], [-2.58, -0.80, -3.38], [-2.41, -0.74, -1.55], [-2.31, -3.31, -3.40], [-0.81, -2.37, -2.81], [-2.24, -2.84, -0.44], [-2.64, -4.37, -1.28], [-1.10, -6.63, 2.30], [-1.07, -6.48, 0.43], [-4.71, -6.12, 0.75], [-3.58, -4.48, 2.90], [-1.57, -4.71, 4.20], [-0.24, -3.71, 4.90], [2.05, -4.48, 4.17], [2.24, -6.20, 4.78], [1.82, -5.96, 3.06], [1.77, -1.25, 2.80], [0.95, -2.14, 4.09], [-1.04, -0.57, 2.47], [0.28, 0.51, 3.05], [1.03, -2.12, -1.09], [-0.36, -1.10, -0.58], [2.71, -0.93, 0.42], [1.41, 0.08, 1.19], [1.97, 0.25, -1.89], [2.52, 1.40, -0.52], [-0.24, 0.98, -1.73], [-0.21, 1.37, 0.01], [0.52, 2.55, -1.24], [2.71, 4.27, -4.02], [2.09, 3.11, -3.30], [2.70, 1.99, -3.90], [3.94, 2.42, -4.31], [4.83, 1.70, -4.62], [4.01, 3.78, -4.32], [0.75, 3.05, -3.53], [2.19, 4.51, -4.95], [2.76, 5.17, -3.41], [2.28, 3.10, -2.22], [-5.61, 2.37, -2.02], [-4.99, 3.36, -1.08], [-3.85, 2.66, -0.59], [-3.49, 1.80, -1.58], [-2.43, 1.25, -1.62], [-4.47, 1.65, -2.51], [-5.81, 3.64, -0.05], [-6.28, 1.67, -1.51], [-6.15, 2.84, -2.83], [-4.66, 4.29, -1.56], [5.97, -0.56, 3.61], [4.50, -0.29, 3.70], [3.93, -1.59, 3.75], [4.88, -2.38, 4.34], [4.67, -3.46, 4.78], [6.10, -1.77, 4.35], [4.04, 0.34, 2.59], [6.30, -0.73, 2.58], [6.57, 0.23, 4.04], [4.20, 0.28, 4.59], [-1.02, 2.15, -7.39], [-0.29, 2.82, -6.27], [-0.98, 4.05, -6.13], [-2.26, 3.81, -6.54], [-3.18, 4.52, -6.31], [-2.35, 2.64, -7.22], [1.00, 3.08, -6.61], [-0.65, 2.45, -8.38], [-0.99, 1.06, -7.32], [-0.32, 2.28, -5.32], [-1.93, 5.52, 3.47], [-1.67, 5.33, 2.02], [-1.76, 6.64, 1.49], [-1.37, 7.47, 2.51], [-1.07, 8.60, 2.37], [-1.38, 6.82, 3.71], [-2.64, 4.57, 1.46], [-2.99, 5.53, 3.72], [-1.43, 4.77, 4.08], [-0.69, 4.90, 1.79], [7.58, 6.36, -6.39], [7.76, 5.50, -5.18], [7.05, 6.20, -4.18], [6.06, 6.87, -4.83], [5.11, 7.35, -4.29], [6.28, 6.92, -6.17], [9.07, 5.44, -4.82], [8.31, 7.16, -6.45], [7.60, 5.79, -7.32], [7.36, 4.49, -5.27], [-8.59, 4.11, -6.27], [-8.74, 2.93, -5.36], [-8.04, 3.33, -4.19], [-8.15, 4.70, -4.16], [-7.92, 5.36, -3.19], [-8.56, 5.20, -5.35], [-8.12, 1.83, -5.87], [-7.66, 4.09, -6.84], [-9.42, 4.21, -6.97], [-9.77, 2.68, -5.10], [0.88, -7.38, 7.57], [0.28, -8.54, 8.31], [0.89, -9.66, 7.70], [2.11, -9.23, 7.26], [3.00, -9.94, 6.94], [2.18, -7.86, 7.26], [-1.06, -8.62, 8.11], [0.34, -7.15, 6.65], [0.93, -6.48, 8.19], [0.49, -8.55, 9.39], [5.50, -3.03, -0.76], [5.32, -3.81, -2.04], [3.96, -3.59, -2.35], [3.64, -2.38, -1.83], [2.67, -1.75, -2.12], [4.58, -1.96, -0.94], [5.52, -5.13, -1.84], [5.22, -3.61, 0.12], [6.52, -2.67, -0.64], [5.95, -3.46, -2.87]]
}

***

{
  "formula": "C8H12ClN",
  "method": "the ωB97M-V functional and the def2-TZVPD basis",
  "multiplicity": 3,
  "lumo_energy_ev": [0.784, -2.893],
  "homo_ev": [-6.230, -8.434],
  "total_energy_ev": -22498.0313,
  "orbital_gap_ev": [7.0, 5.5],
  "symbols": ["C", "C", "C", "C", "C", "C", "C", "C", "N", "Cl", "H", "H", "H", "H", "H", "H", "H", "H", "H", "H", "H", "H"],
  "xyz": [[2.86, -0.45, 0.00], [2.11, -0.21, 1.17], [2.26, -0.60, -1.13], [0.78, -0.22, 1.17], [0.85, -0.03, -1.19], [-0.01, 0.01, 0.04], [-2.05, 0.18, 1.24], [-2.25, -0.16, -1.11], [-1.35, -0.08, -0.02], [0.18, 2.52, 0.25], [3.97, -0.63, 0.11], [2.66, -0.12, 2.10], [2.63, -0.70, -2.08], [0.35, -0.17, 2.15], [0.90, 0.96, -1.37], [0.25, -0.36, -2.12], [-1.69, 0.96, 1.84], [-3.05, 0.38, 1.00], [-1.93, -0.68, 1.96], [-2.92, 0.71, -0.95], [-1.68, -0.10, -2.05], [-2.88, -1.22, -1.01]]
}

***

{
  "formula": "C4H6NO",
  "method": "the ωB97M-V functional and the def2-TZVPD basis",
  "smiles": "C1=C([NH+]2CC2)O1",
  "e_above_lowest_ev": 5.9892,
  "lumo_energy_ev": [-5.243, -5.244],
  "homo_ev": [-12.742, -12.741],
  "total_charge": 1,
  "total_energy_ev": -7768.9080,
  "orbital_gap_ev": [7.5, 7.5],
  "symbols": ["C", "C", "C", "C", "N", "O", "H", "H", "H", "H", "H", "H"],
  "xyz": [[-0.91, 2.14, -0.60], [-0.42, 0.98, -0.48], [0.74, -0.92, 1.19], [0.06, -1.37, -0.04], [0.49, 0.00, -0.35], [-1.86, 1.17, -0.27], [-0.97, 3.17, -0.94], [0.12, -0.42, 2.01], [1.81, -1.16, 1.39], [0.80, -2.01, -0.65], [-0.96, -1.54, -0.10], [1.10, -0.04, -1.15]]
}

***

{
  "formula": "C35H75BrClIN9O4P4",
  "method": "the ωB97M-V functional and the def2-TZVPD basis",
  "lumo_energy_ev": -2.728,
  "homo_ev": -9.265,
  "total_charge": 1,
  "total_energy_ev": -186912.3847,
  "orbital_gap_ev": 6.5,
  "symbols": ["C", "C", "C", "C", "C", "C", "C", "C", "N", "P", "N", "O", "C", "Cl", "C", "C", "C", "C", "I", "C", "C", "C", "C", "Br", "P", "C", "O", "C", "C", "C", "C", "N", "C", "H", "H", "H", "H", "H", "H", "H", "H", "H", "H", "H", "H", "H", "H", "H", "H", "H", "H", "H", "H", "H", "H", "H", "H", "H", "H", "H", "H", "H", "H", "H", "H", "H", "H", "H", "H", "H", "H", "H", "O", "P", "N", "C", "C", "N", "C", "C", "N", "C", "C", "H", "H", "H", "H", "H", "H", "H", "H", "H", "H", "H", "H", "H", "H", "H", "H", "H", "H", "O", "P", "N", "C", "C", "N", "C", "C", "N", "C", "C", "H", "H", "H", "H", "H", "H", "H", "H", "H", "H", "H", "H", "H", "H", "H", "H", "H", "H"],
  "xyz": [[0.06, 7.64, -4.31], [0.08, 6.27, -5.17], [-0.59, 6.16, -6.56], [-0.54, 4.77, -7.26], [0.17, 3.53, -6.63], [0.87, 3.63, -5.23], [1.66, 2.44, -4.53], [0.75, 1.10, -4.27], [1.70, -0.04, -4.26], [1.93, -0.87, -5.88], [3.14, 0.03, -6.86], [0.52, -0.83, -6.83], [1.57, -1.14, -3.25], [1.93, -2.79, -4.10], [0.23, -1.30, -2.41], [0.54, -1.50, -0.85], [0.29, -3.06, -0.42], [1.63, -3.95, -0.49], [3.13, -3.41, 0.99], [-0.96, -0.24, -2.78], [-1.52, -0.85, -4.20], [-2.85, -1.73, -4.11], [-4.23, -0.90, -4.39], [-2.74, -2.95, -5.74], [-2.43, -0.24, -1.58], [-2.18, 0.89, -0.07], [-2.59, -1.79, -0.80], [-0.26, 1.23, -3.02], [0.68, 1.68, -1.76], [-1.33, 2.42, -3.14], [-2.15, 2.54, -4.50], [-3.26, 3.27, -4.57], [0.80, 5.05, -4.55], [-0.33, 8.53, -4.91], [1.04, 7.84, -3.77], [-0.72, 7.46, -3.48], [-1.10, 7.08, -7.02], [-1.02, 4.65, -8.30], [0.20, 2.55, -7.22], [2.30, 2.73, -3.64], [2.42, 2.10, -5.34], [0.06, 1.12, -5.21], [2.65, 0.36, -4.10], [2.61, 0.70, -7.46], [3.80, 0.54, -6.26], [0.69, -1.30, -7.68], [2.45, -1.05, -2.50], [-0.21, -2.33, -2.73], [-0.09, -0.88, -0.14], [1.64, -1.30, -0.55], [-0.60, -3.52, -0.96], [0.00, -3.01, 0.70], [2.03, -3.95, -1.56], [1.30, -5.03, -0.25], [-1.70, -0.06, -4.99], [-0.73, -1.55, -4.66], [-2.93, -2.47, -3.25], [-5.02, -1.55, -4.91], [-3.94, -0.03, -5.08], [-4.63, -0.43, -3.42], [-1.62, 1.86, -0.28], [-3.22, 1.17, 0.34], [-1.62, 0.34, 0.78], [-2.11, -1.74, 0.06], [0.75, 2.80, -1.62], [0.41, 1.21, -0.77], [1.76, 1.32, -2.02], [-0.73, 3.41, -3.05], [-2.10, 2.48, -2.29], [-1.86, 2.02, -5.49], [-3.40, 3.66, -3.62], [1.31, 5.21, -3.53], [-5.42, 1.40, 1.92], [-5.77, 1.07, 3.39], [-6.38, -0.48, 3.02], [-7.63, -0.78, 2.35], [-5.36, -1.46, 2.63], [-6.96, 2.30, 3.52], [-8.39, 2.12, 3.52], [-6.64, 3.56, 2.84], [-6.12, 0.68, 5.07], [-6.89, -0.42, 5.63], [-5.88, 1.73, 6.06], [-7.92, -1.82, 2.55], [-7.58, -0.63, 1.27], [-8.47, -0.21, 2.75], [-4.66, -1.61, 3.46], [-4.78, -1.11, 1.76], [-5.78, -2.43, 2.39], [-8.78, 1.92, 2.52], [-8.90, 3.03, 3.87], [-8.71, 1.35, 4.22], [-6.89, 3.52, 1.77], [-5.58, 3.80, 2.94], [-7.19, 4.40, 3.29], [-7.96, -0.34, 5.39], [-6.81, -0.46, 6.72], [-6.53, -1.39, 5.29], [-6.81, 2.27, 6.29], [-5.15, 2.46, 5.68], [-5.47, 1.33, 6.99], [6.53, -2.41, 2.91], [6.51, -2.89, 4.38], [7.39, -1.55, 4.97], [8.80, -1.28, 4.78], [6.63, -0.29, 4.97], [7.46, -4.29, 4.06], [8.85, -4.49, 4.40], [7.18, -4.97, 2.79], [6.44, -3.45, 6.05], [7.16, -2.97, 7.22], [5.81, -4.75, 6.29], [9.15, -0.56, 5.53], [9.02, -0.89, 3.78], [9.42, -2.15, 4.96], [5.77, -0.38, 5.63], [6.28, -0.04, 3.96], [7.22, 0.55, 5.34], [9.52, -3.94, 3.73], [9.13, -5.55, 4.32], [9.07, -4.23, 5.44], [7.72, -4.49, 1.96], [6.11, -4.96, 2.57], [7.49, -6.02, 2.83], [8.23, -3.19, 7.16], [6.79, -3.43, 8.14], [7.02, -1.90, 7.38], [6.57, -5.54, 6.37], [5.13, -5.00, 5.47], [5.21, -4.75, 7.20]]
}

***

{
  "formula": "C27H35BiBrN3O4S2",
  "method": "the ωB97M-V functional and the def2-TZVPD basis",
  "e_above_lowest_ev": 0.4377,
  "lumo_energy_ev": 0.155,
  "homo_ev": -7.616,
  "total_energy_ev": -138780.1082,
  "orbital_gap_ev": 7.8,
  "symbols": ["Bi", "N", "C", "S", "N", "N", "C", "C", "C", "C", "C", "C", "C", "O", "H", "H", "H", "H", "H", "H", "H", "C", "C", "C", "C", "C", "C", "C", "Br", "C", "O", "C", "C", "C", "C", "C", "C", "H", "H", "H", "H", "H", "H", "H", "H", "H", "H", "H", "H", "H", "H", "H", "H", "H", "H", "H", "H", "O", "C", "O", "S", "C", "C", "C", "C", "H", "H", "H", "H", "H", "H", "H", "H"],
  "xyz": [[0.59, 1.71, 2.89], [1.04, 6.07, 1.43], [1.16, 4.76, 1.83], [0.04, 4.25, 3.09], [2.10, 4.07, 1.29], [2.27, 2.74, 1.70], [3.33, 2.20, 1.21], [3.93, 0.92, 1.46], [5.21, 0.73, 0.90], [5.98, -0.36, 1.19], [5.47, -1.32, 2.09], [4.22, -1.18, 2.62], [3.38, -0.08, 2.30], [2.16, -0.04, 2.76], [0.21, 6.55, 1.68], [1.50, 6.33, 0.57], [3.88, 2.86, 0.55], [5.59, 1.50, 0.23], [6.96, -0.48, 0.74], [6.08, -2.17, 2.36], [3.82, -1.92, 3.31], [-2.06, 0.20, -6.14], [-2.88, 0.93, -5.07], [-3.25, 2.32, -5.60], [-4.18, 0.15, -4.81], [-2.06, 1.01, -3.78], [-1.51, 2.20, -3.32], [-0.80, 2.20, -2.13], [-0.07, 3.83, -1.51], [-0.63, 1.05, -1.39], [0.02, 1.08, -0.17], [-1.11, -0.18, -1.86], [-1.83, -0.15, -3.05], [-0.82, -1.51, -1.13], [-1.35, -2.70, -1.94], [-1.52, -1.53, 0.24], [0.69, -1.72, -0.96], [-2.65, 0.07, -7.06], [-1.75, -0.79, -5.79], [-1.16, 0.77, -6.39], [-3.89, 2.21, -6.48], [-2.37, 2.89, -5.90], [-3.80, 2.90, -4.85], [-4.85, 0.24, -5.67], [-4.70, 0.54, -3.93], [-3.99, -0.92, -4.65], [-1.62, 3.13, -3.86], [-2.24, -1.08, -3.42], [-2.44, -2.71, -1.99], [-1.03, -3.62, -1.45], [-0.95, -2.71, -2.96], [-2.55, -1.19, 0.17], [-1.01, -0.90, 0.97], [-1.52, -2.56, 0.64], [1.18, -1.75, -1.94], [0.87, -2.67, -0.46], [1.16, -0.93, -0.37], [-1.76, 2.04, 0.87], [-0.65, 1.63, 0.91], [-0.50, -0.34, 4.64], [0.54, -1.30, 5.18], [0.66, -2.65, 3.96], [-0.25, -3.81, 4.41], [-1.24, -3.23, 5.42], [-0.38, -2.36, 6.33], [1.71, -2.93, 3.87], [0.35, -2.18, 3.03], [0.35, -4.58, 4.89], [-0.76, -4.27, 3.56], [-1.79, -3.99, 5.96], [-1.96, -2.58, 4.91], [0.35, -2.95, 6.89], [-0.93, -1.71, 7.00]]
}

***

{
  "formula": "C4H7NO3",
  "method": "the ωB97M-V functional and the def2-TZVPD basis",
  "smiles": "C1=N\\OCCOCO/1",
  "e_above_lowest_ev": 4.6561,
  "lumo_energy_ev": 0.915,
  "homo_ev": -9.647,
  "total_energy_ev": -11890.6214,
  "orbital_gap_ev": 10.6,
  "symbols": ["C", "C", "C", "C", "H", "H", "H", "H", "H", "H", "H", "N", "O", "O", "O"],
  "xyz": [[0.10, 1.24, 0.17], [1.47, 0.72, -0.07], [0.02, -1.77, -0.23], [-1.67, -0.27, 0.13], [0.10, 2.28, -0.11], [-0.08, 1.13, 1.26], [1.60, 0.73, -1.12], [2.17, 1.42, 0.44], [-0.55, -2.42, -1.00], [-2.20, 0.25, 0.92], [-2.33, -0.76, -0.56], [1.25, -1.46, -0.46], [1.83, -0.55, 0.48], [-0.74, -1.19, 0.75], [-0.95, 0.66, -0.59]]
}